# C29H54N5O4SiSr

A molecular structure, C29H54N5O4SiSr (ωB97M-V/def2-TZVPD, the Open Molecules 2025 dataset).

Summary:
ΔE to the lowest compared entry with this formula, charge and spin in kcal/mol: 0.0
Charge: -1
Frontier orbital gap in eV: 5.8
DFT total energy in hartree: -2032.6058
F_max in eV/A: 0.123
2S+1: 1

Each line ends with the Löwdin charge.
Atoms and positions in Å:
1 Sr 0.402 0.029 1.004  1.256
2 C -0.614 -3.945 0.618  -0.163
3 C 0.544 -3.504 -0.275  -0.220
4 N 1.418 -2.486 0.309  -0.114
5 C 2.322 -3.015 1.327  -0.221
6 C 3.399 -1.998 1.672  -0.203
7 N 2.890 -0.813 2.347  -0.088
8 C 3.217 -0.705 3.760  -0.221
9 C 2.200 -1.353 4.695  -0.176
10 C 0.882 -0.589 4.807  -0.218
11 N -0.036 -0.807 3.697  -0.104
12 C -0.758 -2.067 3.757  -0.220
13 C -1.986 -2.000 2.862  -0.202
14 N -1.666 -1.806 1.447  -0.105
15 C -1.816 -3.003 0.622  -0.223
16 H -0.274 -4.138 1.639  0.095
17 H -0.963 -4.908 0.234  0.112
18 H 0.131 -3.087 -1.196  0.091
19 H 1.133 -4.392 -0.552  0.114
20 H 1.991 -2.102 -0.440  0.089
21 H 2.801 -3.948 0.986  0.118
22 H 1.747 -3.257 2.224  0.093
23 H 3.883 -1.687 0.739  0.127
24 H 4.172 -2.492 2.276  0.114
25 H 3.193 0.011 1.835  0.063
26 H 3.283 0.358 4.006  0.122
27 H 4.211 -1.135 3.962  0.108
28 H 2.646 -1.402 5.693  0.108
29 H 2.016 -2.389 4.395  0.099
30 H 1.102 0.482 4.846  0.122
31 H 0.399 -0.849 5.762  0.110
32 H -0.722 -0.055 3.668  0.074
33 H -1.088 -2.293 4.785  0.119
34 H -0.106 -2.889 3.445  0.090
35 H -2.595 -1.155 3.193  0.123
36 H -2.580 -2.912 3.003  0.115
37 H -2.263 -1.072 1.077  0.080
38 H -1.995 -2.677 -0.403  0.083
39 H -2.704 -3.571 0.938  0.113
40 O -2.189 2.678 3.748  0.011
41 C -1.420 2.253 2.887  -0.641
42 O -1.516 1.180 2.207  -0.197
43 C -0.163 3.082 2.601  -0.189
44 C -0.072 4.421 2.956  -0.002
45 C 1.081 5.113 2.616  -0.052
46 C 2.101 4.458 1.942  -0.002
47 C 1.930 3.119 1.629  -0.190
48 N 0.826 2.457 1.970  0.069
49 C 2.977 2.333 0.827  -0.638
50 O 4.072 2.867 0.657  0.015
51 O 2.589 1.186 0.434  -0.210
52 H -0.901 4.879 3.475  0.112
53 H 1.180 6.164 2.865  0.101
54 H 3.016 4.949 1.639  0.112
55 C -1.124 3.066 -3.570  -0.111
56 C -1.119 2.352 -2.214  -0.643
57 C -0.052 3.021 -1.335  -0.127
58 C -2.452 2.666 -1.520  -0.125
59 Si -0.808 0.388 -2.185  0.817
60 C -2.478 -0.427 -2.914  -0.644
61 C -3.145 0.263 -4.111  -0.112
62 C -2.196 -1.876 -3.333  -0.132
63 C -3.530 -0.508 -1.797  -0.127
64 C 0.605 0.042 -3.550  -0.645
65 C 1.795 0.971 -3.273  -0.123
66 C 0.230 0.195 -5.029  -0.112
67 C 1.154 -1.380 -3.364  -0.136
68 H -1.374 4.128 -3.431  0.075
69 H -1.855 2.647 -4.263  0.056
70 H -0.148 3.032 -4.056  0.056
71 H -0.207 4.110 -1.320  0.086
72 H 0.971 2.836 -1.661  0.059
73 H -0.135 2.679 -0.302  0.041
74 H -2.523 3.747 -1.336  0.080
75 H -2.531 2.165 -0.550  0.069
76 H -3.318 2.387 -2.122  0.054
77 H -2.467 0.372 -4.958  0.057
78 H -3.518 1.256 -3.856  0.056
79 H -4.009 -0.326 -4.453  0.075
80 H -1.604 -1.933 -4.247  0.056
81 H -3.141 -2.404 -3.523  0.078
82 H -1.658 -2.430 -2.558  0.044
83 H -3.843 0.468 -1.434  0.056
84 H -3.150 -1.064 -0.938  0.036
85 H -4.426 -1.033 -2.160  0.078
86 H 1.581 2.009 -3.529  0.058
87 H 2.654 0.659 -3.885  0.079
88 H 2.111 0.944 -2.226  0.060
89 H -0.169 1.183 -5.257  0.057
90 H -0.510 -0.542 -5.345  0.053
91 H 1.120 0.046 -5.659  0.075
92 H 1.540 -1.509 -2.350  0.041
93 H 1.991 -1.555 -4.056  0.078
94 H 0.412 -2.158 -3.543  0.052